Entry 1:
Molecular formula: C18H42BrF4IN13O8
Method: DFT, the ωB97M-V functional and the def2-TZVPD basis

Results
- E_LUMO: -2.8 eV
- HOMO level: -10.7 eV
- Relative energy (zero: lowest compared OMol25 entry of this formula, charge and spin): 0.0 kcal/mol
- Net charge: +1
- E_tot: -5295.93902 a.u.

Element x y z (Å)
I1 2.115 2.499 -4.958
Br1 -2.524 0.663 0.191
F1 -1.856 4.913 0.799
F2 -3.684 4.008 0.090
F3 -0.678 3.683 -3.513
F4 -3.381 6.136 -0.115
O1 1.317 -0.505 -3.198
O2 -1.053 -7.414 0.012
O3 -2.870 -3.397 2.169
O4 6.709 3.193 -1.911
O5 -5.758 -3.688 7.785
O6 -1.729 1.297 -2.348
O7 -1.426 -6.073 6.236
O8 2.956 3.296 -2.238
N1 -3.040 -5.172 0.760
N2 -0.022 -5.478 -0.560
N3 -3.232 -5.601 4.934
N4 7.768 1.321 -1.189
N5 -5.272 -2.942 5.700
N6 -0.609 -0.769 -4.383
N7 0.132 4.083 -2.457
N8 -6.327 -1.565 7.232
N9 1.140 -7.480 -0.548
N10 -3.097 -3.009 -0.044
N11 1.051 -2.366 -4.455
N12 5.683 1.195 -2.184
N13 -1.231 -4.548 4.558
C1 3.287 3.542 0.953
C2 2.200 4.017 -0.029
C3 -2.168 4.712 -1.568
C4 -3.001 -3.847 1.036
C5 0.614 2.820 -1.744
C6 6.726 1.983 -1.772
C7 -1.918 -5.453 5.316
C8 -0.679 5.055 -1.639
C9 2.034 3.027 -1.195
C10 0.627 -1.170 -3.961
C11 -5.782 -2.794 6.963
C12 1.292 4.822 -3.092
C13 -0.042 -6.832 -0.342
C14 4.694 3.543 0.334
C15 -2.780 4.951 -0.186
C16 2.478 3.929 -3.375
C17 -0.310 2.262 -0.668
C18 -1.469 1.458 -1.203
H1 -0.267 -4.390 4.782
H2 -2.387 3.688 -1.855
H3 7.797 0.327 -1.071
H4 -0.659 2.985 0.069
H5 1.985 -7.019 -0.826
H6 3.018 2.548 1.321
H7 -0.960 0.111 -4.050
H8 0.788 -4.970 -0.859
H9 0.284 1.543 -0.095
H10 -0.882 -4.989 -0.401
H11 4.897 2.602 -0.175
H12 4.805 4.361 -0.375
H13 8.547 1.873 -0.882
H14 5.442 3.670 1.115
H15 -0.198 5.093 -0.666
H16 4.915 1.659 -2.629
H17 -6.710 -1.427 8.148
H18 1.957 -2.687 -4.171
H19 1.585 5.613 -2.402
H20 -4.854 -3.829 5.477
H21 -2.711 5.344 -2.268
H22 1.154 -8.470 -0.383
H23 -3.216 -3.324 -0.988
H24 2.306 2.035 -0.824
H25 -3.060 -2.026 0.153
H26 3.253 4.201 1.824
H27 0.511 -2.929 -5.085
H28 5.658 0.198 -2.080
H29 1.266 4.136 0.526
H30 -3.142 -5.547 -0.165
H31 -1.662 -4.049 3.800
H32 -6.360 -0.815 6.568
H33 -3.795 -6.255 5.448
H34 -2.953 -5.822 1.522
H35 -0.541 6.026 -2.108
H36 0.689 2.076 -2.542
H37 0.901 5.246 -4.014
H38 -3.625 -5.104 4.155
H39 2.518 4.988 -0.415
H40 3.286 4.548 -3.760
H41 -1.170 -1.303 -5.019
H42 -5.293 -2.221 5.005

Entry 2:
Molecular formula: C18H42Cl8F6N3O6
Method: DFT, the ωB97M-V functional and the def2-TZVPD basis

Results
- E_LUMO: -3.5 eV
- HOMO level: -11.2 eV
- Relative energy (zero: lowest compared OMol25 entry of this formula, charge and spin): 0.0 kcal/mol
- Net charge: +1
- E_tot: -5607.27203 a.u.

Element x y z (Å)
Cl1 26.466 24.873 12.520
Cl2 17.480 19.397 8.049
Cl3 21.514 24.557 4.094
Cl4 16.085 22.316 8.526
Cl5 24.088 19.289 12.811
Cl6 23.831 24.677 14.574
Cl7 21.145 17.856 12.672
Cl8 24.312 22.702 4.489
F1 25.944 26.150 6.520
F2 27.864 25.444 7.175
F3 26.732 24.281 5.783
F4 14.766 25.063 8.332
F5 14.436 25.550 6.235
F6 15.006 27.075 7.639
O1 21.150 24.525 8.858
O2 25.486 24.896 8.916
O3 17.483 25.845 7.877
O4 16.940 25.107 5.867
O5 25.963 23.052 7.800
O6 21.706 22.968 11.452
N1 23.233 25.102 10.596
N2 19.721 26.732 9.130
N3 20.769 24.548 13.317
C1 26.629 25.052 6.812
C2 16.659 25.519 7.056
C3 26.002 24.331 8.014
C4 22.887 22.700 5.571
C5 18.201 20.687 9.070
C6 15.166 25.796 7.315
C7 26.083 23.484 13.543
C8 25.301 22.214 8.780
C9 21.025 23.147 9.022
C10 22.750 19.941 11.837
C11 21.826 18.855 11.367
C12 17.176 21.610 9.724
C13 26.222 21.934 9.954
C14 18.292 24.647 5.630
C15 22.275 24.065 5.615
C16 18.395 23.130 5.733
C17 20.842 22.598 10.437
C18 24.576 23.299 13.676
H1 16.594 21.056 10.454
H2 21.101 25.504 13.173
H3 18.567 24.900 4.607
H4 21.089 23.877 12.507
H5 19.451 22.854 5.760
H6 26.507 22.865 10.437
H7 25.655 21.314 10.649
H8 27.137 21.408 9.697
H9 21.494 24.096 6.381
H10 19.910 27.283 9.962
H11 20.356 25.853 9.056
H12 18.952 25.221 6.280
H13 23.269 22.399 6.545
H14 18.011 22.676 4.822
H15 22.987 24.831 5.913
H16 21.964 22.690 8.622
H17 19.747 24.617 13.334
H18 23.148 20.589 11.065
H19 18.880 21.197 8.394
H20 24.281 22.528 8.991
H21 19.930 27.337 8.325
H22 24.250 22.380 14.155
H23 22.156 20.614 12.456
H24 18.806 20.200 9.836
H25 23.146 25.892 11.228
H26 22.359 18.152 10.724
H27 17.875 22.771 6.619
H28 18.723 26.476 8.971
H29 17.760 22.402 10.193
H30 25.265 21.261 8.245
H31 26.472 23.641 14.548
H32 24.199 24.972 10.245
H33 20.249 22.773 8.330
H34 21.135 24.223 14.217
H35 22.213 21.913 5.243
H36 22.562 25.179 9.780
H37 24.108 23.252 12.690
H38 22.797 24.207 11.032
H39 26.510 22.563 13.156
H40 19.801 22.872 10.731
H41 21.007 19.213 10.746
H42 20.818 21.501 10.288

Entry 3:
Molecular formula: C18H42CuN7O9
Method: DFT, the ωB97M-V functional and the def2-TZVPD basis

Results
- E_LUMO (spin up / spin down): 0.3 / -1.0 eV
- HOMO level (spin up / spin down): -4.5 / -8.8 eV
- Multiplicity: 3
- E_tot: -3411.74405 a.u.

Element x y z (Å)
Cu1 -0.583 -1.674 1.831
O1 0.414 1.638 0.076
O2 2.139 0.713 -0.218
O3 -2.289 -0.165 2.110
O4 2.156 6.121 -1.500
O5 0.394 -0.467 0.232
O6 -2.081 -2.452 0.231
O7 0.275 -0.024 3.074
O8 0.595 -3.438 0.860
O9 3.715 -2.333 -4.247
N1 2.216 3.840 -1.084
N2 -3.963 -2.714 -0.888
N3 0.985 0.623 0.054
N4 2.004 1.262 3.840
N5 1.957 -0.945 -4.300
N6 0.441 -4.709 -0.966
N7 -3.436 1.318 3.187
C1 1.067 0.156 -3.670
C2 2.382 -3.263 -0.850
C3 3.560 3.709 -0.654
C4 -0.246 1.649 4.693
C5 3.791 -0.436 -2.788
C6 3.164 -1.273 -3.868
C7 2.966 0.773 2.863
C8 -4.414 -3.920 -0.264
C9 0.262 4.895 -1.910
C10 -2.853 0.911 2.099
C11 -2.833 -2.067 -0.663
C12 1.034 -3.811 -0.227
C13 -0.754 -5.483 -0.619
C14 -2.513 -1.013 -1.615
C15 1.678 5.010 -1.542
C16 0.713 0.903 3.749
C17 -4.287 2.359 3.569
C18 -2.788 1.759 0.802
H1 -3.641 3.046 4.116
H2 -4.635 2.913 2.697
H3 1.664 3.054 -0.770
H4 3.319 0.517 -2.549
H5 -0.108 3.927 -1.572
H6 -2.773 -1.195 -2.657
H7 -2.128 1.633 -0.057
H8 -5.363 -4.312 -0.630
H9 3.277 1.483 2.097
H10 2.251 1.872 4.605
H11 4.141 3.032 -1.281
H12 -5.021 2.038 4.308
H13 0.184 0.353 -4.278
H14 3.576 3.344 0.373
H15 3.203 -3.681 -0.267
H16 1.642 -1.545 -5.049
H17 2.631 -3.528 -1.878
H18 -0.010 2.709 4.788
H19 -3.178 -0.230 -1.249
H20 -3.700 -4.739 -0.346
H21 3.883 0.325 3.245
H22 -2.699 2.809 1.079
H23 -0.837 -6.365 -1.254
H24 1.004 -4.785 -1.801
H25 -1.651 -4.889 -0.796
H26 0.737 -0.261 -2.719
H27 -0.583 -5.891 0.377
H28 -0.159 5.724 -1.342
H29 -4.440 -2.356 -1.703
H30 -1.510 -0.590 -1.568
H31 -4.669 -3.830 0.792
H32 2.188 -2.193 -0.775
H33 4.867 -0.290 -2.886
H34 -1.272 1.459 4.376
H35 -0.055 1.141 5.638
H36 3.701 -0.865 -1.790
H37 0.181 4.861 -2.997
H38 -3.349 0.593 3.885
H39 4.040 4.687 -0.681
H40 2.636 -0.177 2.445
H41 -3.746 1.609 0.302
H42 1.534 1.140 -3.620

Entry 4:
Molecular formula: C18H42F12N3O2P2
Method: DFT, the ωB97M-V functional and the def2-TZVPD basis

Results
- E_LUMO: 2.0 eV
- HOMO level: -6.8 eV
- Net charge: -1
- E_tot: -2907.29072 a.u.

Element x y z (Å)
P1 3.852 -2.096 -2.013
P2 1.643 -2.875 2.856
F1 4.968 -1.100 -2.752
F2 0.129 -3.545 3.079
F3 1.098 -1.499 2.200
F4 3.180 -2.493 2.475
F5 3.893 -1.262 -0.663
F6 1.784 -2.183 4.343
F7 1.577 -3.504 1.378
F8 2.700 -2.961 -1.325
F9 2.753 -1.181 -2.605
F10 2.147 -4.353 3.349
F11 4.932 -3.172 -1.364
F12 3.834 -2.988 -3.328
O1 -0.948 -2.829 0.191
O2 2.194 1.725 -0.990
N1 1.064 -0.859 -0.515
N2 1.459 2.219 0.040
N3 -1.845 -1.922 -0.464
C1 -3.027 -1.058 -2.444
C2 -0.693 3.327 0.867
C3 -3.158 -3.535 -1.894
C4 0.100 3.827 2.103
C5 -2.265 -2.280 -1.761
C6 0.770 4.431 -0.950
C7 -3.668 -2.210 1.235
C8 -0.545 2.268 -1.319
C9 1.265 2.910 2.463
C10 -2.753 -1.247 0.548
C11 0.307 2.986 -0.311
C12 3.359 3.742 1.068
C13 -3.578 -0.116 -0.135
C14 2.294 2.588 1.285
C15 3.088 1.325 1.747
C16 -1.828 -0.527 1.581
C17 -0.995 -2.580 -2.636
C18 -4.155 -0.471 -1.504
H1 -0.169 2.265 -2.342
H2 -4.612 0.427 -1.918
H3 -5.047 -1.097 -1.517
H4 -0.350 -1.719 -2.810
H5 1.838 3.389 3.257
H6 0.211 4.635 -1.863
H7 3.710 1.489 2.627
H8 -1.498 2.787 -1.419
H9 0.142 -1.154 -0.805
H10 3.820 1.095 0.973
H11 -4.082 -1.790 2.152
H12 -1.543 -3.281 0.793
H13 2.530 2.527 -1.398
H14 4.114 3.449 0.338
H15 -1.064 -0.046 0.971
H16 -0.766 1.268 -0.944
H17 2.918 4.724 0.897
H18 -4.532 -2.483 0.629
H19 -1.222 4.249 0.625
H20 3.938 3.905 1.977
H21 0.943 1.940 2.843
H22 1.579 -0.879 -1.383
H23 1.735 4.400 -1.457
H24 -3.156 -3.110 1.574
H25 -2.242 0.200 2.280
H26 2.443 0.449 1.817
H27 -3.220 -3.892 -2.922
H28 1.402 -1.539 0.152
H29 -4.384 0.242 0.506
H30 -1.323 2.473 1.118
H31 -0.407 -3.461 -2.378
H32 -1.340 -2.650 -3.667
H33 -0.537 4.036 2.962
H34 -4.119 -3.192 -1.510
H35 1.057 0.132 -0.319
H36 0.685 5.308 -0.308
H37 -2.702 -4.313 -1.282
H38 0.685 4.709 1.841
H39 -1.425 -1.327 2.202
H40 -2.999 0.803 -0.235
H41 -2.382 -0.183 -2.526
H42 -3.560 -1.288 -3.366

Entry 5:
Molecular formula: C18H42F8N7O11PS2V
Method: DFT, the ωB97M-V functional and the def2-TZVPD basis

Results
- E_LUMO (spin up / spin down): -0.9 / -0.6 eV
- HOMO level (spin up / spin down): -9.0 / -9.0 eV
- Relative energy (zero: lowest compared OMol25 entry of this formula, charge and spin): 47.3 kcal/mol
- Multiplicity: 2
- E_tot: -4802.77951 a.u.

Element x y z (Å)
V1 -0.871 -0.534 0.816
S1 -0.817 -2.945 3.118
S2 -0.545 -0.890 4.188
P1 0.044 4.374 1.064
F1 -0.510 0.575 3.582
F2 -0.525 4.203 2.653
F3 -0.518 5.904 1.073
F4 1.449 4.980 1.528
F5 0.508 4.569 -0.475
F6 -0.627 -3.456 1.633
F7 0.571 2.836 1.147
F8 -1.402 3.895 0.560
O1 -2.389 -1.721 -0.133
O2 0.363 -3.531 3.768
O3 -2.156 -3.488 3.501
O4 3.098 -4.432 0.157
O5 -1.663 -1.062 5.105
O6 0.248 -1.789 -0.820
O7 0.484 0.253 1.154
O8 -1.275 0.824 -0.953
O9 0.814 -1.051 4.701
O10 -2.619 0.647 1.583
O11 2.695 2.273 -1.269
N1 2.101 -2.240 -2.116
N2 -0.767 -1.536 2.601
N3 -4.185 2.155 1.888
N4 -1.771 1.771 -2.989
N5 4.660 1.730 -0.289
N6 4.172 -2.795 1.111
N7 -4.409 -2.125 -1.061
C1 5.431 -2.230 1.588
C2 -4.905 3.081 2.778
C3 -5.339 -2.979 -1.937
C4 5.427 1.469 0.933
C5 2.979 -1.061 -1.910
C6 2.774 -3.239 -2.948
C7 -3.130 -2.457 -0.860
C8 -2.924 0.868 -3.224
C9 0.873 -2.494 -1.567
C10 5.512 1.967 -1.518
C11 -1.057 1.667 -1.810
C12 -1.600 3.009 -3.845
C13 4.115 -3.915 0.358
C14 -5.134 -0.995 -0.455
C15 3.312 1.908 -0.269
C16 2.967 -2.280 1.782
C17 -4.453 2.326 0.470
C18 -3.233 1.368 2.309
H1 -0.731 3.601 -3.557
H2 5.843 2.442 1.193
H3 3.678 -0.761 -2.692
H4 5.065 -4.059 -0.179
H5 -5.315 3.864 2.139
H6 -1.501 2.765 -4.903
H7 -2.851 0.323 -4.164
H8 2.861 -1.209 1.607
H9 2.766 1.601 0.636
H10 -5.792 2.550 3.122
H11 -6.176 -1.295 -0.349
H12 -2.446 3.671 -3.662
H13 -4.759 -3.902 -1.921
H14 2.232 -4.179 -3.043
H15 5.011 2.107 -2.475
H16 3.048 -2.448 2.856
H17 -3.204 0.205 -2.405
H18 -0.374 2.527 -1.733
H19 5.478 -1.154 1.419
H20 6.289 0.802 0.885
H21 3.831 -3.405 -2.740
H22 -2.878 -3.384 -1.398
H23 -5.533 2.318 0.328
H24 -4.074 1.422 -0.008
H25 6.214 2.788 -1.373
H26 3.679 -1.319 -1.115
H27 2.104 -2.892 1.518
H28 -2.911 1.545 3.347
H29 -4.879 -0.635 0.542
H30 6.106 1.054 -1.544
H31 -5.420 -2.784 -3.006
H32 -5.025 -0.173 -1.164
H33 -3.796 1.513 -3.334
H34 0.527 -3.496 -1.863
H35 -4.294 3.301 3.654
H36 2.461 -0.114 -1.758
H37 4.775 1.209 1.767
H38 -4.014 3.283 0.188
H39 -6.285 -3.346 -1.541
H40 6.335 -2.756 1.280
H41 5.314 -2.227 2.672
H42 2.866 -2.762 -3.924